# 1
{"formula": "C4H8N4", "method": "ωB97M-V/def2-TZVPD", "homo_energy_ev": -9.5, "e_above_lowest_kcal_mol": 101.0, "charge": 0, "symbols": ["C", "C", "C", "C", "N", "N", "N", "N", "H", "H", "H", "H", "H", "H", "H", "H"], "xyz": [[1.01358, -0.60987, 0.37250], [-0.49239, -0.56801, 0.81143], [1.12092, -0.83229, -1.14863], [-1.17999, 1.36464, 1.81431], [-1.22315, 1.27205, -2.72243], [-0.42133, 0.65608, -2.28538], [-0.77343, 0.15077, 1.97560], [0.60855, 0.24541, -1.85367], [1.51468, 0.38721, 0.55119], [1.49134, -1.35955, 0.92758], [-0.94320, -0.39286, -0.25333], [-0.86034, -1.62408, 1.08068], [2.26019, -0.86348, -1.47232], [0.56650, -1.65316, -1.37537], [-1.43853, 1.84756, 0.86676], [-1.24340, 1.97958, 2.71110]], "forces_ev_per_angstrom": [[-0.6, 2.1, -0.1], [-0.1, -3.6, -3.0], [3.1, 0.8, 1.5], [0.5, -1.2, 1.0], [-3.2, 1.6, -1.6], [1.8, -1.4, 1.3], [-0.4, 3.6, -0.2], [1.6, 2.2, -1.0], [-0.6, -1.0, 0.2], [1.1, -1.0, 0.6], [-0.5, 0.7, 2.3], [0.9, 1.1, -0.8], [-2.4, -0.5, 0.7], [-1.0, -3.1, -0.9], [0.2, -0.3, -0.1], [-0.3, 0.0, -0.1]], "mulliken_charge": [-0.51, -0.30, -0.58, -0.29, -0.70, 0.77, -0.48, -0.29, 0.29, 0.33, 0.19, 0.31, 0.28, 0.46, 0.25, 0.26]}

=====

# 2
{"formula": "C4H8N4", "method": "ωB97M-V/def2-TZVPD", "smiles": "C1=C\\NNCC\\N=N/1", "homo_energy_ev": -8.5, "e_above_lowest_kcal_mol": 166.2, "charge": 0, "symbols": ["C", "C", "N", "N", "C", "C", "N", "N", "H", "H", "H", "H", "H", "H", "H", "H"], "xyz": [[-0.90906, 1.62577, -0.25298], [-1.54466, 0.47185, -0.42798], [-1.03339, -0.57898, -1.07647], [-0.24754, -1.34692, -0.02512], [1.10731, -0.91109, -0.01621], [1.28731, 0.22780, 0.94150], [1.46866, 1.39639, -0.01311], [0.44333, 1.92846, -0.52967], [-1.42337, 2.27822, 0.40197], [-2.66338, 0.60212, 0.18505], [-1.89602, -1.38104, -1.30487], [-0.30997, -2.42971, -0.22634], [1.82499, -1.89322, 0.31217], [1.04196, -0.48062, -1.23447], [2.22692, 0.16388, 1.44743], [0.62690, 0.32710, 1.81911]], "forces_ev_per_angstrom": [[1.2, -1.4, 1.3], [-4.5, 3.7, 2.7], [-1.8, -6.9, -0.8], [-2.0, -3.7, 0.0], [0.5, -2.1, -2.4], [1.1, 1.4, -0.3], [-2.8, 0.9, 0.1], [1.9, 0.3, 0.0], [-0.1, 1.3, 0.2], [2.9, -1.2, -2.2], [3.1, 3.3, 0.6], [0.1, 3.1, 0.1], [-1.8, 2.8, -1.4], [2.1, -1.3, 3.2], [1.0, -0.1, -0.1], [-0.7, 0.0, -1.0]], "mulliken_charge": [-0.18, -0.05, -0.37, -0.34, -0.54, -0.47, -0.26, -0.29, 0.38, 0.12, 0.35, 0.27, 0.25, 0.44, 0.35, 0.34]}

=====

# 3
{"formula": "C4H8N4", "method": "ωB97M-V/def2-TZVPD", "homo_energy_ev": -8.3, "e_above_lowest_kcal_mol": 201.2, "charge": 0, "symbols": ["C", "C", "C", "C", "H", "H", "H", "H", "H", "H", "H", "H", "N", "N", "N", "N"], "xyz": [[0.25527, 2.17190, -0.86287], [-0.03012, 0.25255, 0.63742], [0.50100, -1.05457, 0.24825], [1.60550, -0.79136, -0.40383], [-0.93596, 1.26171, -1.16147], [0.94594, 2.61915, -1.95690], [-0.03671, 3.04851, -0.31385], [-1.16744, 0.51676, 0.35130], [0.02070, 0.45467, 1.79173], [1.84635, -1.79406, -1.22729], [-2.15067, -1.27610, 0.73717], [-1.97362, -2.77362, 1.47206], [1.08282, 1.19207, 0.03101], [1.75370, 0.37053, -0.84753], [-0.32163, -2.18367, 0.34181], [-1.39513, -2.01448, 1.16300]], "forces_ev_per_angstrom": [[0.5, -2.4, -3.0], [-0.1, 2.9, 3.4], [-9.8, -4.0, 4.7], [4.4, -6.6, -8.5], [3.4, 3.5, 0.0], [-2.3, -1.9, 3.6], [-0.5, 0.1, 0.3], [2.7, -0.6, 0.3], [-0.3, -0.7, -1.9], [0.3, 3.1, 2.7], [2.3, -1.7, 1.4], [0.6, -1.1, -0.8], [-4.6, 1.6, -1.8], [1.8, 1.6, 0.6], [4.4, 2.0, 0.2], [-2.8, 4.2, -1.1]], "mulliken_charge": [-0.52, -0.53, 0.62, -0.09, 0.18, 0.26, 0.27, 0.27, 0.21, 0.26, 0.19, 0.26, 0.10, -0.49, -0.55, -0.42]}

=====

# 4
{"formula": "C4H8N4", "method": "ωB97M-V/def2-TZVPD", "smiles": "C1=NN[C@H]2C[C@@H]2NN1", "homo_energy_ev": -8.6, "e_above_lowest_kcal_mol": 178.7, "charge": 0, "symbols": ["C", "N", "N", "C", "C", "C", "N", "N", "H", "H", "H", "H", "H", "H", "H", "H"], "xyz": [[-1.60120, 0.20826, 0.18293], [-1.14421, 1.33331, 0.07755], [0.12498, 1.75517, -0.35145], [0.98014, 0.50034, -0.40817], [2.16562, -0.16670, 0.26652], [0.68583, -0.57387, 0.49462], [0.03310, -1.61591, -0.32398], [-1.35955, -1.19103, -0.10610], [-2.50234, 0.17176, 0.76851], [0.43048, 2.22257, 0.67706], [0.79745, 0.01250, -1.44928], [2.83926, -0.70221, -0.40313], [2.68953, 0.27380, 1.15923], [0.70674, -0.71739, 1.65999], [0.07129, -1.48484, -1.50133], [-1.99500, -1.55507, 0.80137]], "forces_ev_per_angstrom": [[-1.5, -3.6, 0.4], [0.9, 3.6, -0.4], [2.6, 0.1, 4.4], [-1.1, 1.8, -1.6], [0.5, 0.8, -0.5], [2.9, -2.8, 0.8], [-2.6, -0.8, -1.0], [-1.8, -0.1, 2.2], [-1.0, 0.4, -0.2], [-0.6, -0.9, -3.8], [0.8, 1.8, 1.7], [-0.2, 0.1, 0.2], [-0.9, -0.4, -1.0], [-1.4, 0.7, -2.5], [0.5, -0.3, 4.6], [3.1, -0.2, -3.1]], "mulliken_charge": [0.06, -0.42, -0.32, 0.11, -0.78, -0.18, -0.42, -0.39, 0.30, 0.40, 0.11, 0.26, 0.25, 0.27, 0.40, 0.33]}

=====

# 5
{"formula": "C4H8N4O", "method": "ωB97M-V/def2-TZVPD", "smiles": "CCN1N=NN[C@@H]2O[C@@H]21", "homo_energy_ev": -8.2, "e_above_lowest_kcal_mol": 129.2, "charge": 0, "symbols": ["C", "C", "N", "N", "N", "N", "C", "O", "C", "H", "H", "H", "H", "H", "H", "H", "H"], "xyz": [[-1.99837, -0.00101, -0.72561], [-1.44330, 0.97169, 0.32597], [-0.04079, 0.70750, 0.35467], [0.76731, 1.48441, -0.33540], [1.91658, 1.19324, -0.58185], [2.47635, 0.02201, -0.20830], [1.67523, -1.01785, 0.42125], [0.63683, -1.64328, -0.25653], [0.29095, -0.80129, 0.76727], [-2.45518, -0.82460, -0.25609], [-2.68096, 0.45071, -1.38022], [-1.18645, -0.40064, -1.23041], [-1.49297, 1.98459, 0.06604], [-1.80390, 0.83445, 1.30297], [3.20371, -0.22578, -0.88650], [2.38360, -1.67518, 1.04997], [-0.24863, -1.05897, 1.57276]], "forces_ev_per_angstrom": [[-0.7, 1.1, 1.5], [1.0, -1.1, -1.7], [0.6, -4.1, 3.0], [-1.3, 1.1, -0.1], [1.9, 1.1, -1.6], [-0.7, -1.7, 0.9], [3.6, -0.6, 1.5], [-0.8, -1.5, -1.5], [2.4, 6.1, -3.4], [-0.9, -1.1, 0.6], [-1.0, 0.6, -1.0], [1.3, -0.5, -1.4], [-0.6, 1.5, -0.5], [-0.9, -0.2, 1.2], [-0.6, -0.2, 0.6], [-1.4, 0.8, -1.1], [-1.7, -1.3, 2.7]], "mulliken_charge": [-1.04, -0.66, 0.40, -0.24, -0.69, 0.04, 0.13, -0.42, -0.47, 0.36, 0.34, 0.38, 0.40, 0.36, 0.28, 0.33, 0.51]}

=====

# 6
{"formula": "C4H8N4O", "method": "ωB97M-V/def2-TZVPD", "smiles": "[H]/N=N/NC=C.CC#[N+][O-]", "homo_energy_ev": [-8.6, -8.6], "e_above_lowest_kcal_mol": 160.0, "charge": 0, "symbols": ["H", "N", "N", "N", "C", "C", "H", "H", "H", "H", "C", "C", "N", "O", "H", "H", "H"], "xyz": [[3.31913, -2.20056, -1.62985], [2.93591, -1.33532, -1.92750], [2.24313, -1.00661, -0.91932], [1.61977, 0.16642, -1.18078], [0.83985, 0.74689, -0.20326], [0.37761, 1.98745, -0.38952], [1.62002, 0.58834, -2.06609], [0.86247, 0.09620, 0.77452], [-0.30471, 2.76672, 0.12400], [0.50664, 2.36166, -1.41814], [-2.20019, 0.07613, 1.96142], [-2.09314, -0.85367, 0.83328], [-1.58932, -1.63993, 0.13222], [-1.41976, -2.49544, -0.69946], [-2.93232, -0.21563, 2.69397], [-2.59850, 0.90864, 1.46172], [-1.18659, 0.04872, 2.45279]], "forces_ev_per_angstrom": [[0.8, -1.2, 0.0], [-1.2, 0.5, 1.4], [0.4, 1.2, -2.5], [-0.6, -1.1, 2.3], [0.4, -0.4, 2.7], [-1.6, 1.6, -0.7], [0.5, 0.2, -1.6], [-0.4, 1.6, -2.0], [1.3, -2.2, 0.0], [0.3, -0.1, 0.3], [1.2, -1.7, 0.0], [1.0, -1.2, 0.1], [-2.0, 0.5, 0.3], [0.9, -0.3, -0.3], [-0.3, -0.5, 0.2], [0.2, 2.1, 0.2], [-1.1, 1.0, -0.5]], "mulliken_charge": [0.27, -0.67, -0.10, 0.09, 0.14, -0.84, 0.31, 0.36, 0.25, 0.19, -0.81, 0.16, 0.51, -0.66, 0.36, 0.25, 0.21]}

=====

# 7
{"formula": "C4H8N4O", "method": "ωB97M-V/def2-TZVPD", "smiles": "[H]/N=C(/C)N/C(=N\\[H])NC=O", "homo_energy_ev": -9.3, "e_above_lowest_kcal_mol": 121.5, "charge": 0, "symbols": ["H", "N", "C", "C", "N", "C", "N", "H", "N", "C", "O", "H", "H", "H", "H", "H", "H"], "xyz": [[1.11022, 0.32239, 1.80525], [1.26364, -0.61100, 1.66943], [0.57563, -1.08323, 0.70263], [0.07433, -2.50989, 0.73970], [-0.31031, -0.50224, -0.32901], [-0.59322, 0.66272, -1.25688], [-1.05599, 0.57557, -2.38925], [-1.64287, -0.36636, -2.27670], [0.07610, 1.92492, -0.81321], [0.26783, 2.67989, 0.40069], [0.54142, 2.15805, 1.48402], [0.99331, -3.09096, 0.22509], [-1.06649, -2.17695, 0.46375], [0.31903, -2.76731, 1.73122], [-0.27431, -1.49650, -0.91815], [-0.25464, 2.57228, -1.42445], [-0.02365, 3.70862, 0.18587]], "forces_ev_per_angstrom": [[0.3, 3.4, -0.1], [-0.9, -3.4, -1.7], [-0.7, 2.0, 2.1], [1.7, 0.8, -1.4], [-0.2, -1.9, -3.6], [5.5, -0.3, 5.7], [-3.5, -2.5, -0.7], [1.7, 2.1, -1.2], [-0.3, -1.5, 1.6], [-0.6, -4.4, 1.1], [-0.5, 2.1, -2.3], [-3.0, 0.5, -0.1], [2.6, -2.8, 0.6], [-0.8, -0.7, 1.4], [-1.0, 4.1, 0.8], [-0.9, 2.2, -2.7], [0.6, 0.4, 0.4]], "mulliken_charge": [0.48, -0.71, 0.61, -1.19, -0.42, 0.34, -0.60, 0.27, -0.25, 0.16, -0.58, 0.27, 0.44, 0.32, 0.29, 0.27, 0.30]}

=====

# 8
{"formula": "C4H8N4O8Pd", "method": "ωB97M-V/def2-TZVPD", "homo_energy_ev": [0.6, 0.1], "spin_multiplicity": 3, "charge": -2, "symbols": ["Pd", "C", "O", "O", "O", "C", "O", "O", "O", "C", "O", "N", "N", "H", "H", "H", "H", "C", "O", "N", "N", "H", "H", "H", "H"], "xyz": [[0.52286, 1.28057, 0.87167], [-0.44557, 2.20951, 3.16582], [-1.06623, 2.31608, 2.00767], [0.62035, 1.45801, 3.11308], [-0.87376, 2.76252, 4.20878], [2.74455, 2.17169, -0.26412], [1.70299, 2.95257, -0.06117], [3.88896, 2.69545, -0.47778], [2.58436, 0.88775, -0.09567], [0.02521, -2.10440, 1.08807], [0.22759, -0.91759, 1.11696], [-1.23428, -2.63486, 1.21986], [1.06280, -2.98686, 0.92633], [-1.99477, -1.98422, 1.28074], [-1.36629, -3.61897, 1.34830], [0.89649, -3.96672, 0.78146], [1.96985, -2.64718, 0.65784], [-0.92192, 0.44880, -2.18015], [-0.36275, 0.82643, -1.18862], [-1.55612, 1.28917, -3.06331], [-0.99796, -0.90672, -2.49205], [-1.60364, 2.26725, -2.84956], [-1.97763, 0.93930, -3.90206], [-0.48549, -1.48583, -1.85282], [-1.35964, -1.25174, -3.35923]], "forces_ev_per_angstrom": [[1.0, 1.7, 0.8], [-0.5, -0.1, -0.3], [-0.2, -0.1, -0.1], [0.3, 0.1, -0.1], [0.2, -0.2, -0.1], [1.4, 1.2, 0.8], [-0.3, -0.9, 0.0], [-0.8, -0.7, -0.5], [-0.7, 0.0, -0.1], [0.4, 0.9, 0.1], [-0.4, -0.8, 0.1], [0.2, -0.5, -0.3], [-0.1, -1.1, 0.0], [0.0, 0.0, 0.2], [-0.2, 0.0, 0.0], [-0.1, 0.1, 0.0], [-0.1, 0.5, 0.1], [-0.1, -0.3, -0.1], [-0.3, 0.1, -0.5], [-0.1, -0.3, -0.2], [-0.1, 0.6, 0.2], [0.2, 0.0, 0.1], [0.0, 0.1, 0.0], [0.1, -0.2, -0.2], [0.1, -0.1, 0.0]], "lowdin_spin": [1.40, 0.00, 0.12, 0.15, 0.02, 0.00, 0.14, 0.03, 0.09, 0.00, 0.02, 0.00, 0.00, 0.00, 0.00, 0.00, 0.00, 0.00, 0.02, 0.00, 0.00, 0.00, 0.00, 0.00, 0.00]}

=====

Which formula does entry 6 have? C4H8N4O

=====

Copy entry 2 word for word.
{"formula": "C4H8N4", "method": "ωB97M-V/def2-TZVPD", "smiles": "C1=C\\NNCC\\N=N/1", "homo_energy_ev": -8.5, "e_above_lowest_kcal_mol": 166.2, "charge": 0, "symbols": ["C", "C", "N", "N", "C", "C", "N", "N", "H", "H", "H", "H", "H", "H", "H", "H"], "xyz": [[-0.90906, 1.62577, -0.25298], [-1.54466, 0.47185, -0.42798], [-1.03339, -0.57898, -1.07647], [-0.24754, -1.34692, -0.02512], [1.10731, -0.91109, -0.01621], [1.28731, 0.22780, 0.94150], [1.46866, 1.39639, -0.01311], [0.44333, 1.92846, -0.52967], [-1.42337, 2.27822, 0.40197], [-2.66338, 0.60212, 0.18505], [-1.89602, -1.38104, -1.30487], [-0.30997, -2.42971, -0.22634], [1.82499, -1.89322, 0.31217], [1.04196, -0.48062, -1.23447], [2.22692, 0.16388, 1.44743], [0.62690, 0.32710, 1.81911]], "forces_ev_per_angstrom": [[1.2, -1.4, 1.3], [-4.5, 3.7, 2.7], [-1.8, -6.9, -0.8], [-2.0, -3.7, 0.0], [0.5, -2.1, -2.4], [1.1, 1.4, -0.3], [-2.8, 0.9, 0.1], [1.9, 0.3, 0.0], [-0.1, 1.3, 0.2], [2.9, -1.2, -2.2], [3.1, 3.3, 0.6], [0.1, 3.1, 0.1], [-1.8, 2.8, -1.4], [2.1, -1.3, 3.2], [1.0, -0.1, -0.1], [-0.7, 0.0, -1.0]], "mulliken_charge": [-0.18, -0.05, -0.37, -0.34, -0.54, -0.47, -0.26, -0.29, 0.38, 0.12, 0.35, 0.27, 0.25, 0.44, 0.35, 0.34]}